C21H48BN2O14P3 | ωB97M-V/def2-TZVPD

The geometry in ORCA input format:
```
! RIJCOSX wB97M-V def2-TZVPD def2/J DEFGRID3
* xyz 0 1
C 2.497 -2.649 1.020
B 3.558 -1.493 1.482
O 4.330 -1.791 2.691
C 3.773 -0.063 0.724
C 4.191 -0.201 -0.825
N 4.556 -0.486 -1.943
C 2.420 0.855 0.826
C 1.928 0.707 2.370
N 1.470 0.784 3.488
O 1.492 0.288 -0.111
C 0.500 1.250 -0.561
C -0.847 1.185 0.366
C -1.795 2.394 -0.160
C -1.471 -0.278 0.121
C -2.654 -0.686 1.131
C -3.072 -2.220 0.735
C -2.180 -0.772 2.689
H 3.079 -3.645 0.968
H 1.707 -2.791 1.862
H 2.005 -2.449 0.008
H 5.262 -1.561 2.441
H 4.670 0.459 1.238
H 2.727 1.936 0.611
H 0.890 2.316 -0.707
H 0.149 0.880 -1.605
H -0.618 1.423 1.467
H -1.204 3.380 -0.319
H -2.265 2.093 -1.161
H -2.657 2.627 0.561
H -0.646 -1.086 0.214
H -1.886 -0.339 -0.964
H -3.511 0.057 0.977
H -2.078 -2.796 0.577
H -3.646 -2.749 1.571
H -3.650 -2.154 -0.251
H -3.065 -0.615 3.415
H -1.718 -1.831 2.801
H -1.400 0.030 2.929
C -4.909 5.594 0.038
O -6.092 5.116 -0.593
P -6.263 3.402 -0.565
O -5.245 3.259 -1.698
O -7.782 3.574 -1.170
C -7.962 4.287 -2.384
O -6.445 1.697 -0.489
C -7.140 1.030 -1.524
H -4.983 6.678 0.139
H -4.806 5.153 1.032
H -4.032 5.352 -0.569
H -7.067 4.280 -3.009
H -8.244 5.319 -2.160
H -8.777 3.819 -2.941
H -6.857 1.409 -2.508
H -8.218 1.131 -1.374
H -6.891 -0.032 -1.470
C -1.759 -4.204 -5.884
O -3.085 -3.712 -5.726
P -3.206 -2.328 -4.706
O -3.065 -3.178 -3.443
O -4.786 -2.181 -5.137
C -5.663 -3.274 -4.917
O -3.280 -0.878 -3.790
C -4.450 -0.593 -3.046
H -1.757 -4.946 -6.684
H -1.083 -3.391 -6.157
H -1.418 -4.678 -4.959
H -5.322 -3.927 -4.111
H -5.762 -3.852 -5.840
H -6.646 -2.878 -4.649
H -4.821 -1.478 -2.525
H -5.221 -0.192 -3.710
H -4.208 0.176 -2.309
C 11.629 0.223 1.824
O 11.284 -0.024 3.182
P 9.739 -0.756 3.396
O 9.016 0.570 3.155
O 10.081 -0.953 4.991
C 10.413 0.186 5.769
O 8.253 -1.598 3.570
C 7.484 -1.403 4.743
H 12.683 0.503 1.778
H 11.478 -0.677 1.225
H 11.026 1.043 1.423
H 9.999 1.109 5.356
H 11.500 0.273 5.841
H 10.010 0.047 6.775
H 7.442 -0.350 5.027
H 7.896 -2.000 5.560
H 6.469 -1.756 4.547
*
```

Computed properties:
LUMO energy, eV: -2.8935
Energy, a.u.: -3040.3817
Frontier orbital gap, eV: 6.65
Largest force on an atom, eV/Å: 9.3
SMILES: CB(O)[C@@H](C#N)[C@H](C#N)OC[C@@H](C)CC(C)C.COP(=O)(OC)OC.COP(=O)(OC)OC.COP(=O)(OC)OC

C21H48ClHgN10O4 | ωB97M-V/def2-TZVPD

The geometry in ORCA input format:
```
! RIJCOSX wB97M-V def2-TZVPD def2/J DEFGRID3
* xyz 0 2
Hg 0.055 0.768 0.461
C 2.886 0.863 -1.830
N 3.069 -0.443 -2.421
C 3.431 -0.400 -3.825
C 2.298 -1.501 -1.989
N 1.351 -1.324 -1.151
C 0.706 -2.433 -0.495
C -0.820 -2.359 -0.634
N -1.389 -1.118 -0.118
C -2.311 -0.503 -1.063
C -1.532 0.239 -2.154
N -0.962 1.434 -1.578
C -0.793 2.493 -2.307
N -0.737 2.454 -3.689
C 0.014 1.464 -4.415
C -1.297 3.498 -4.508
N -0.772 3.734 -1.762
C 0.169 4.733 -2.210
C -1.318 4.014 -0.452
C -1.961 -1.250 1.219
C -0.946 -1.701 2.274
N 0.314 -0.979 2.222
C 0.926 -0.713 3.330
N 0.287 -0.930 4.577
C -0.020 0.202 5.428
C 0.703 -2.123 5.273
N 2.247 -0.416 3.327
C 2.871 0.281 4.436
C 2.980 -0.367 2.084
N 2.707 -2.753 -2.471
C 4.086 -3.160 -2.412
C 1.836 -3.598 -3.242
H 3.816 1.424 -1.925
H 2.640 0.759 -0.776
H 2.085 1.431 -2.312
H 2.578 -0.094 -4.445
H 3.776 -1.372 -4.169
H 4.233 0.324 -3.964
H 0.961 -2.362 0.564
H 1.037 -3.411 -0.863
H -1.247 -3.225 -0.113
H -1.076 -2.456 -1.695
H -2.931 0.221 -0.530
H -2.976 -1.247 -1.529
H -2.196 0.497 -2.990
H -0.750 -0.432 -2.521
H 0.480 0.767 -3.724
H 0.804 1.950 -5.003
H -0.629 0.907 -5.106
H -1.886 4.167 -3.891
H -1.949 3.051 -5.264
H -0.524 4.073 -5.029
H -0.344 5.673 -2.423
H 0.682 4.399 -3.105
H 0.914 4.910 -1.430
H -1.811 3.138 -0.038
H -2.039 4.831 -0.532
H -0.540 4.323 0.246
H -2.798 -1.966 1.212
H -2.333 -0.264 1.518
H -0.702 -2.764 2.128
H -1.414 -1.608 3.260
H -0.055 1.110 4.830
H 0.702 0.339 6.244
H -1.003 0.036 5.877
H 0.810 -2.936 4.555
H -0.075 -2.391 5.989
H 1.650 -2.023 5.830
H 2.406 1.256 4.599
H 3.924 0.434 4.200
H 2.805 -0.324 5.340
H 4.015 -0.652 2.289
H 2.954 0.636 1.643
H 2.550 -1.081 1.384
H 4.665 -2.387 -1.916
H 4.515 -3.356 -3.403
H 4.170 -4.087 -1.832
H 0.833 -3.178 -3.256
H 1.794 -4.609 -2.823
H 2.193 -3.680 -4.278
O 0.779 4.434 1.995
Cl 0.666 2.990 2.158
O 1.191 2.592 3.451
O 1.539 2.383 1.098
O -1.074 1.652 1.672
*
```

Computed properties:
LUMO energy (spin up / spin down), eV: 0.3954 / 0.3959
Energy, a.u.: -2290.6739
Frontier orbital gap (spin up / spin down), eV: 7.91 / 7.78
Largest force on an atom, eV/Å: 6.2

C21H48O9 | ωB97M-V/def2-TZVPD

The geometry in ORCA input format:
```
! RIJCOSX wB97M-V def2-TZVPD def2/J DEFGRID3
* xyz 1 2
C -1.167 -4.245 -2.181
C -0.302 -4.819 -1.074
O -0.790 -5.532 -0.235
C 1.140 -4.335 -1.177
H -2.164 -4.672 -2.076
H -0.768 -4.491 -3.165
H -1.340 -3.176 -2.059
H 1.173 -3.259 -1.346
H 1.831 -4.808 -1.875
H 1.539 -4.541 -0.183
C -3.369 -0.790 3.358
C -3.590 -0.992 4.864
O -2.925 -1.655 5.631
C -4.775 -0.194 5.420
H -2.454 -1.294 3.047
H -3.177 0.249 3.088
H -4.279 -1.122 2.859
H -5.669 -0.694 5.047
H -4.789 0.860 5.143
H -4.667 -0.274 6.501
C 1.479 -0.955 -3.607
C 2.695 -1.630 -2.939
O 3.090 -1.129 -1.880
C 3.346 -2.873 -3.542
H 1.328 0.002 -3.107
H 0.609 -1.568 -3.371
H 1.639 -0.914 -4.684
H 4.259 -2.666 -4.101
H 2.572 -3.402 -4.098
H 3.673 -3.480 -2.697
C 3.206 2.372 -1.795
C 2.671 3.633 -1.141
O 1.443 3.815 -1.092
C 3.677 4.560 -0.514
H 2.447 1.594 -1.867
H 3.998 1.952 -1.174
H 3.630 2.661 -2.757
H 4.239 4.979 -1.349
H 4.289 4.009 0.200
H 3.285 5.424 0.024
C 2.821 -2.271 1.317
C 3.363 -1.132 2.154
O 3.754 -1.296 3.296
C 3.493 0.193 1.484
H 1.749 -2.136 1.171
H 3.022 -3.261 1.727
H 3.359 -2.268 0.369
H 3.653 0.908 2.291
H 2.549 0.431 0.995
H 4.346 0.189 0.805
C -2.163 2.587 -1.044
C -2.557 4.047 -1.209
O -3.714 4.448 -0.992
C -1.396 4.990 -1.494
H -3.038 1.975 -1.264
H -1.897 2.428 0.001
H -1.327 2.361 -1.706
H -1.136 4.966 -2.552
H -0.559 4.621 -0.902
H -1.690 5.993 -1.185
C -3.758 -0.799 -0.693
O -5.144 -0.607 -0.522
H -3.615 -1.814 -1.062
H -3.212 -0.088 -1.313
H -3.287 -0.641 0.278
H -5.485 -1.232 0.122
C -0.213 -0.447 -0.340
O -0.888 -0.733 0.886
H -0.677 0.356 -0.913
H 0.822 -0.114 -0.255
H -0.172 -1.350 -0.949
H -1.040 0.066 1.397
C -0.163 2.275 2.629
O -1.285 1.427 2.513
H -0.243 2.838 3.559
H 0.751 1.682 2.665
H -0.009 2.921 1.765
H -2.048 1.887 2.874
*
```

Computed properties:
LUMO energy (spin up / spin down), eV: -5.1987 / -8.9012
Energy, a.u.: -1505.6582
Frontier orbital gap (spin up / spin down), eV: 6.03 / 2.32
Largest force on an atom, eV/Å: 3.2

What is the formula in the first record? C21H48BN2O14P3